# 1
{
  "formula": "C22H23N3O2S",
  "method": "ωB97M-V/def2-TZVPD",
  "elements": ["C", "C", "C", "C", "C", "N", "C", "O", "C", "S", "C", "N", "C", "C", "C", "C", "C", "C", "C", "C", "C", "C", "C", "O", "N", "C", "C", "C", "H", "H", "H", "H", "H", "H", "H", "H", "H", "H", "H", "H", "H", "H", "H", "H", "H", "H", "H", "H", "H", "H", "H"],
  "xyz": [[0.6279, 3.0329, 2.8729], [-0.1183, 1.8557, 2.3256], [-0.8679, 1.9787, 1.1637], [-1.6054, 0.9216, 0.6688], [-1.5897, -0.2966, 1.3370], [-2.3885, -1.3369, 0.8283], [-2.2212, -2.6651, 0.9979], [-1.3906, -3.1991, 1.6971], [-3.2177, -3.5223, 0.2105], [-3.6349, -2.8566, -1.4424], [-2.0430, -2.2339, -1.9123], [-2.0005, -1.0438, -2.3931], [-0.7876, -0.5200, -2.7299], [-0.8361, 0.8761, -3.2540], [0.3748, -1.2171, -2.5676], [1.7277, -0.6404, -2.8679], [2.1022, 0.3971, -1.8404], [2.1479, 0.0497, -0.4955], [2.5028, 0.9844, 0.4584], [2.8074, 2.2818, 0.0820], [2.7558, 2.6383, -1.2536], [2.4052, 1.7002, -2.2094], [0.3396, -2.5687, -2.0481], [1.2797, -3.3127, -1.8745], [-0.9582, -3.0134, -1.7398], [-0.8204, -0.4429, 2.4824], [-0.0900, 0.6233, 2.9851], [0.7078, 0.4470, 4.2404], [0.5589, 3.8798, 2.1954], [0.2152, 3.3269, 3.8383], [1.6785, 2.7921, 3.0249], [-0.8824, 2.9238, 0.6403], [-2.1929, 1.0348, -0.2310], [-3.0871, -1.0377, 0.1578], [-4.1686, -3.5587, 0.7445], [-2.8312, -4.5391, 0.1312], [-1.8720, 1.1829, -3.3627], [-0.3367, 0.9390, -4.2190], [-0.3256, 1.5487, -2.5661], [1.7402, -0.1987, -3.8665], [2.4505, -1.4599, -2.8344], [1.9176, -0.9629, -0.1989], [2.5468, 0.6932, 1.4966], [3.0908, 3.0130, 0.8243], [2.9932, 3.6484, -1.5549], [2.3776, 1.9830, -3.2527], [-1.0251, -3.9520, -1.3621], [-0.7978, -1.3951, 2.9865], [0.3611, 1.1327, 5.0130], [0.6189, -0.5701, 4.6118], [1.7617, 0.6590, 4.0624]],
  "multiplicity": 1,
  "e_homo_ev": -8.398,
  "smiles": "Cc1ccc(NC(=O)CSc2nc(C)c(Cc3ccccc3)c(=O)[nH]2)cc1C",
  "relative_energy_kj_mol": 0.00,
  "homo_lumo_gap_ev": 8.705,
  "largest_force_ev_per_a": 0.7,
  "e_lumo_ev": 0.31,
  "energy_ev": -42589.9125
}


# 2
{
  "formula": "C22H23N3O2S",
  "method": "ωB97M-V/def2-TZVPD",
  "elements": ["C", "C", "C", "C", "C", "C", "C", "C", "C", "C", "O", "N", "C", "N", "C", "C", "C", "C", "C", "O", "C", "S", "C", "C", "C", "N", "C", "C", "H", "H", "H", "H", "H", "H", "H", "H", "H", "H", "H", "H", "H", "H", "H", "H", "H", "H", "H", "H", "H", "H", "H"],
  "xyz": [[4.6591, 3.4714, 0.0010], [5.3285, 2.1131, -0.2169], [6.4160, 1.8691, 0.8319], [4.3121, 0.9987, -0.1957], [3.5336, 0.7507, 0.9269], [2.6142, -0.2830, 0.9491], [2.4530, -1.1065, -0.1562], [1.4534, -2.2429, -0.2068], [0.9588, -2.7429, 1.1496], [0.0352, -1.7731, 1.8491], [0.0124, -1.6124, 3.0473], [-0.8238, -1.0861, 1.0178], [-1.7199, -0.1054, 1.5798], [-3.1232, -0.4676, 1.4123], [-4.0121, 0.6740, 1.6210], [-3.9843, 1.6719, 0.5078], [-3.2260, 2.7871, 0.2958], [-3.5966, 3.2827, -0.9783], [-4.5472, 2.4318, -1.4462], [-4.7892, 1.4559, -0.5574], [-3.3611, -1.2080, 0.2281], [-2.2603, -0.7036, -1.1932], [-0.8053, -1.2413, -0.3621], [0.2440, -1.7945, -1.0044], [0.2603, -1.9665, -2.3933], [0.3167, -2.1438, -3.5271], [3.2232, -0.8558, -1.2866], [4.1367, 0.1800, -1.3044], [4.2053, 3.5262, 0.9874], [5.3937, 4.2693, -0.0826], [3.8835, 3.6352, -0.7441], [5.8029, 2.1216, -1.2045], [6.8885, 0.9027, 0.6695], [5.9956, 1.8807, 1.8344], [7.1786, 2.6423, 0.7702], [3.6419, 1.3674, 1.8067], [2.0370, -0.4433, 1.8465], [1.9241, -3.0791, -0.7367], [1.7924, -2.9627, 1.8178], [0.3941, -3.6700, 1.0024], [-1.5007, -0.0362, 2.6500], [-1.5156, 0.8635, 1.0904], [-3.7175, 1.1484, 2.5584], [-5.0240, 0.2754, 1.7269], [-2.5075, 3.2137, 0.9664], [-3.2054, 4.1487, -1.4705], [-5.1058, 2.4112, -2.3603], [-3.1434, -2.2664, 0.3872], [-4.3842, -1.0888, -0.1211], [3.1019, -1.4782, -2.1620], [4.7258, 0.3512, -2.1940]],
  "multiplicity": 1,
  "e_homo_ev": -8.401,
  "smiles": "CC(C)c1ccc([C@H]2CC(=O)N3CN(Cc4ccco4)CSC3=C2C#N)cc1",
  "relative_energy_kj_mol": 242.53,
  "homo_lumo_gap_ev": 8.886,
  "largest_force_ev_per_a": 1.0,
  "e_lumo_ev": 0.48,
  "energy_ev": -42587.3988
}


# 3
{
  "formula": "C22H23N3O3",
  "method": "ωB97M-V/def2-TZVPD",
  "elements": ["C", "O", "C", "C", "C", "C", "C", "C", "C", "O", "C", "C", "C", "C", "N", "C", "O", "C", "C", "C", "N", "N", "C", "C", "C", "C", "C", "C", "H", "H", "H", "H", "H", "H", "H", "H", "H", "H", "H", "H", "H", "H", "H", "H", "H", "H", "H", "H", "H", "H", "H"],
  "xyz": [[3.8654, -3.1490, -2.9032], [3.8468, -1.7929, -2.2599], [3.1411, -1.5870, -1.2138], [2.3652, -2.4499, -0.6887], [1.3863, -2.2341, 0.0695], [1.2583, -1.0409, 0.6481], [0.4298, -0.5245, 1.8074], [0.4071, 0.7906, 2.1125], [-0.7239, 1.1294, 3.1693], [-1.1496, 0.3883, 4.0044], [-1.7121, 2.4600, 2.5077], [-3.1199, 2.0724, 2.8670], [-3.7571, 1.6994, 1.5639], [-2.9443, 0.5290, 0.8334], [-1.8393, 1.6291, 0.0765], [-0.9746, 1.0996, -0.6317], [0.1221, 1.8412, -0.8960], [-1.1740, -0.2648, -1.3651], [-1.6317, -1.5927, -0.8721], [-1.2951, -2.4370, -1.7739], [-0.5388, -1.8227, -2.8233], [-0.2463, -0.4972, -2.4358], [0.4962, 0.2336, -3.1549], [-1.4512, 2.6180, 1.0208], [1.4008, 1.7410, 1.7250], [2.4461, 1.1077, 1.0306], [2.4145, -0.0759, 0.3963], [3.3578, -0.2178, -0.6187], [2.8267, -3.1704, -3.2973], [4.2023, -4.0693, -2.4275], [4.6013, -2.9874, -3.8225], [2.0863, -3.6115, -1.2258], [0.6996, -2.8706, 0.5506], [-0.2838, -1.4065, 2.1342], [-1.2271, 3.3144, 3.2447], [-3.3939, 3.1214, 3.2355], [-3.1335, 1.5004, 3.5624], [-4.7255, 0.8813, 1.8849], [-4.2399, 2.3907, 0.9355], [-3.4864, 0.0066, -0.0325], [-2.4852, -0.1664, 1.4602], [-2.4025, -1.8865, 0.0397], [-1.5428, -3.2739, -2.0043], [0.9551, -0.3043, -3.9709], [1.5001, 0.5131, -2.5508], [-0.1470, 1.1099, -3.5478], [-2.1244, 3.3191, 0.6625], [-0.4412, 2.8346, 0.9443], [1.3988, 2.6683, 2.3728], [3.1094, 2.0296, 0.8007], [3.8739, 0.4046, -1.1438]],
  "multiplicity": 1,
  "e_homo_ev": -7.721,
  "smiles": "COc1ccc2cc(C(=O)[C@@H]3CCCN(C(=O)c4ccnn4C)C3)ccc2c1",
  "relative_energy_kj_mol": 1796.61,
  "homo_lumo_gap_ev": 7.885,
  "largest_force_ev_per_a": 15.6,
  "e_lumo_ev": 0.16,
  "energy_ev": -33784.5302
}


# 4
{
  "formula": "C22H23N5OS2",
  "method": "ωB97M-V/def2-TZVPD",
  "elements": ["C", "C", "C", "C", "C", "C", "C", "C", "C", "N", "N", "C", "S", "C", "C", "O", "N", "C", "N", "C", "C", "S", "C", "C", "C", "C", "N", "C", "C", "C", "H", "H", "H", "H", "H", "H", "H", "H", "H", "H", "H", "H", "H", "H", "H", "H", "H", "H", "H", "H", "H", "H", "H"],
  "xyz": [[-1.5460, -1.8584, 3.9170], [-2.0864, -1.5387, 2.5574], [-3.4651, -1.5033, 2.3584], [-3.9885, -1.0796, 1.1619], [-3.1486, -0.8038, 0.0792], [-3.6668, -0.2117, -1.1165], [-2.8578, 0.1662, -2.1335], [-3.3000, 0.9033, -3.3508], [-1.5052, -0.2686, -2.0629], [-0.6254, -0.3063, -3.0348], [0.4104, -1.0317, -2.6240], [0.1921, -1.4211, -1.3932], [1.2058, -2.6081, -0.6203], [2.6308, -2.5764, -1.7660], [3.8982, -2.6330, -0.9566], [4.6662, -3.5642, -0.9795], [4.1439, -1.5690, -0.1176], [3.4743, -0.3802, -0.0062], [2.7489, 0.1763, -0.9046], [2.2046, 1.3472, -0.4759], [2.5225, 1.7089, 0.7962], [3.5719, 0.5191, 1.5150], [2.0164, 2.9169, 1.5011], [1.3899, 3.8773, 0.4859], [0.4958, 3.1234, -0.4982], [1.3372, 2.1816, -1.3572], [-1.0116, -0.9314, -0.9415], [-1.7588, -1.0248, 0.2283], [-1.2194, -1.2478, 1.5036], [0.2351, -1.0551, 1.7977], [-2.3358, -2.2401, 4.5585], [-0.7543, -2.6024, 3.8541], [-1.1293, -0.9669, 4.3871], [-4.1244, -1.7485, 3.1779], [-5.0529, -0.9440, 1.0439], [-4.7274, -0.0128, -1.1572], [-2.9189, 1.9236, -3.3222], [-2.8870, 0.4273, -4.2371], [-4.3845, 0.9325, -3.4126], [2.5355, -1.6527, -2.3356], [2.5758, -3.4503, -2.4132], [4.9277, -1.7058, 0.5100], [2.8267, 3.4087, 2.0447], [1.2657, 2.6147, 2.2402], [0.8132, 4.6368, 1.0161], [2.1818, 4.3823, -0.0707], [-0.0337, 3.8301, -1.1387], [-0.2500, 2.5478, 0.0564], [0.7156, 1.5411, -1.9827], [1.9754, 2.7593, -2.0325], [0.7220, -0.5076, 0.9972], [0.7524, -2.0026, 1.9391], [0.3418, -0.4775, 2.7150]],
  "multiplicity": 1,
  "e_homo_ev": -7.762,
  "smiles": "Cc1ccc2cc(C)c3nnc(SCC(=O)Nc4nc5c(s4)CCCC5)n3c2c1C",
  "homo_lumo_gap_ev": 8.143,
  "largest_force_ev_per_a": 1.3,
  "e_lumo_ev": 0.38,
  "energy_ev": -54356.9537
}